# 1
Computed, not measured: a 2-piece molecular cluster, C4H14NO overall in a non-equilibrium geometry, with wB97M-V/def2-TZVPD.

```
20
Properties=species:S:1:pos:R:3:forces:R:3
C 1.002 1.520 -1.352 0.78 -0.56 0.12
C 0.138 0.812 -0.346 -0.89 -0.38 0.78
C 0.471 -0.668 -0.164 1.30 0.01 -0.16
C -0.289 -1.640 -1.040 0.20 -0.80 -0.14
N 0.193 1.463 1.059 0.27 0.11 0.22
H 1.208 0.807 -2.158 -0.66 0.39 -0.28
H 2.030 1.637 -0.988 -0.19 0.34 0.38
H 0.594 2.466 -1.680 0.05 0.10 -0.30
H -0.934 0.922 -0.535 0.18 -0.13 -0.49
H 1.524 -0.806 -0.409 0.25 0.19 -0.22
H 0.487 -0.955 0.882 -0.72 -0.08 0.13
H -1.362 -1.489 -1.097 -0.08 0.28 -0.07
H 0.155 -1.728 -2.037 -0.34 0.45 -0.02
H -0.153 -2.647 -0.647 -0.04 -0.01 0.23
H -0.549 2.145 1.213 0.05 0.10 -0.18
H 0.050 0.724 1.752 -0.14 -0.08 0.03
H 1.080 1.921 1.278 0.07 -0.06 -0.18
H -1.565 -1.813 2.767 -0.47 -0.12 -0.10
H -2.473 -1.371 1.547 -0.19 -0.33 0.36
O -1.607 -1.300 1.955 0.60 0.59 -0.13
```
Positions in Å, forces in eV/Å.

Charge   +1

natural (NBO) atomic charge list, values in e, 5 entries: -0.647 -0.020 -0.430 -0.615 -0.683

# 2
Computed, not measured: a 13-piece molecular cluster, C48H108BF28N12O22S8 overall in a non-equilibrium geometry, with wB97M-V/def2-TZVPD.

```
227
Properties=species:S:1:pos:R:3:forces:R:3
C 2.732 -5.674 2.067 0.15 0.03 1.82
C 1.756 -4.893 1.263 -0.95 0.19 -2.26
C 0.226 -5.197 1.460 1.01 0.69 2.34
O -0.631 -4.485 0.611 0.23 0.12 -0.50
C -1.999 -4.839 0.820 0.08 -0.80 -0.17
N 1.980 -3.389 1.336 -1.45 -0.68 0.71
H 1.445 -2.976 0.586 -0.35 0.35 -0.33
H 1.667 -2.974 2.202 -0.41 -0.13 0.81
H 2.926 -3.042 1.269 1.42 -0.51 -0.50
H 2.657 -6.753 1.931 -0.12 0.15 -0.26
H 2.545 -5.468 3.120 -0.18 -0.22 0.31
H 3.773 -5.362 1.981 -0.09 0.08 -0.65
H 1.958 -5.056 0.205 0.01 -0.24 -0.20
H -0.003 -4.883 2.479 0.13 0.67 0.56
H -0.009 -6.243 1.657 0.34 -0.58 -1.33
H -2.297 -5.577 0.075 -0.08 0.06 -0.20
H -2.679 -3.989 0.756 0.30 0.17 0.05
H -2.119 -5.350 1.775 -0.12 0.30 0.26
C 0.696 0.452 -8.110 0.48 0.20 0.51
C 1.525 -0.275 -9.153 -0.83 0.23 -0.06
C 1.738 -1.781 -8.863 0.11 -1.17 0.23
O 0.590 -2.604 -9.017 -0.98 0.05 0.16
C 0.685 -4.006 -8.593 0.11 0.04 -0.67
N 0.761 -0.135 -10.433 0.11 -1.52 -1.25
H -0.015 -0.781 -10.438 -0.85 -0.20 0.15
H 0.487 0.773 -10.781 -0.22 0.65 0.55
H 1.359 -0.499 -11.161 0.36 -0.26 -0.60
H -0.278 -0.017 -7.973 0.08 -0.04 -0.06
H 0.572 1.506 -8.362 -0.12 0.02 -0.35
H 1.194 0.478 -7.141 0.08 -0.36 -0.06
H 2.435 0.227 -9.483 0.52 -0.16 1.16
H 2.038 -1.871 -7.819 0.60 0.25 -0.02
H 2.463 -2.239 -9.537 0.71 0.46 0.12
H -0.233 -4.502 -8.907 -0.14 0.46 0.13
H 0.848 -4.206 -7.534 -0.16 0.80 0.24
H 1.466 -4.577 -9.096 0.38 0.50 -0.36
C -8.638 -3.962 4.695 -0.52 0.05 0.56
C -7.803 -3.948 5.966 0.05 -1.50 0.58
C -6.522 -4.853 5.816 -0.70 2.15 -0.67
O -5.608 -4.093 4.936 -1.02 -1.74 2.13
C -4.392 -4.830 4.761 0.30 0.21 -0.28
N -7.397 -2.576 6.393 1.06 0.33 -1.07
H -6.726 -2.347 5.674 0.66 0.59 -0.56
H -8.107 -1.857 6.392 -0.61 -0.02 0.04
H -6.866 -2.529 7.251 -0.04 -0.28 0.60
H -9.629 -3.539 4.858 0.07 0.45 0.02
H -8.879 -5.009 4.514 0.34 -0.01 -0.34
H -8.159 -3.504 3.830 0.02 -0.26 0.06
H -8.369 -4.286 6.835 -0.21 -0.52 -0.28
H -6.916 -5.774 5.386 0.46 -0.07 -0.38
H -6.126 -5.098 6.801 0.55 0.21 -0.01
H -3.705 -4.795 5.607 -0.33 0.20 0.49
H -3.869 -4.353 3.931 -0.20 -0.36 -0.15
H -4.619 -5.880 4.579 0.09 0.06 -0.41
C -0.120 0.751 5.404 -0.78 0.96 0.23
C 1.368 0.598 5.691 0.00 -1.65 0.82
C 2.262 1.817 5.366 -0.17 -1.37 1.39
O 3.620 1.416 5.591 -0.84 0.87 -0.89
C 4.537 2.272 4.920 1.09 0.02 -0.41
N 1.605 0.174 7.178 0.92 2.46 -1.15
H 1.296 0.893 7.817 -0.60 -0.14 0.52
H 1.381 -0.785 7.401 -1.27 -1.40 0.17
H 2.604 0.137 7.321 0.91 0.25 -0.22
H -0.804 -0.073 5.606 0.73 -0.62 0.05
H -0.333 1.045 4.377 0.51 -0.15 -0.09
H -0.589 1.547 5.981 0.31 0.40 0.31
H 1.708 -0.352 5.279 0.29 0.38 -1.05
H 1.978 2.582 6.089 0.05 0.48 0.10
H 2.016 2.211 4.380 0.39 -0.28 -0.30
H 5.491 1.772 4.750 -0.24 -0.59 0.21
H 4.850 3.177 5.440 -0.65 0.13 0.52
H 4.203 2.564 3.924 -0.43 -0.06 -0.06
C -5.261 0.526 -2.282 -0.32 0.35 0.69
C -4.106 0.745 -1.263 -0.23 -2.80 -1.56
C -4.535 1.360 -0.007 -0.62 1.51 0.88
O -3.492 1.557 0.927 0.76 -0.19 -1.08
C -3.950 2.183 2.103 -0.16 -0.77 -0.16
N -3.581 -0.698 -0.934 0.00 1.40 -0.08
H -4.226 -1.318 -0.466 -1.44 -0.38 0.16
H -3.319 -1.177 -1.784 0.71 -0.20 -0.27
H -2.829 -0.639 -0.263 0.93 0.15 -0.21
H -5.641 1.431 -2.756 0.54 0.32 0.08
H -6.147 0.161 -1.762 0.08 -0.50 0.02
H -4.988 -0.162 -3.082 0.07 0.01 0.19
H -3.297 1.249 -1.791 0.29 -0.04 0.54
H -5.381 0.874 0.478 -0.04 -0.60 -0.10
H -4.956 2.306 -0.348 -0.05 0.63 0.23
H -3.116 2.280 2.798 0.01 0.12 -0.16
H -4.667 1.483 2.533 -0.38 0.43 0.46
H -4.398 3.143 1.846 -0.16 0.16 0.32
C 0.667 2.733 -3.144 -0.58 1.00 0.39
C 0.336 2.045 -4.456 -0.35 -0.36 0.14
C -0.981 1.276 -4.481 0.34 0.35 0.50
O -1.190 0.642 -5.752 -0.18 0.21 1.36
C -2.256 -0.309 -5.600 -0.21 -0.04 -0.03
N 0.345 3.111 -5.557 -0.27 -0.27 0.26
H -0.227 3.931 -5.414 -0.42 0.23 0.81
H 1.299 3.432 -5.644 1.27 0.09 -0.40
H 0.042 2.798 -6.468 0.08 -0.80 -0.32
H -0.147 3.364 -2.786 -0.69 -0.11 -0.24
H 1.458 3.477 -3.244 0.50 -0.44 -0.24
H 0.883 2.094 -2.288 0.22 -0.42 -0.57
H 1.134 1.332 -4.665 0.09 0.24 -0.39
H -1.785 1.916 -4.117 -0.67 0.76 -0.98
H -1.003 0.627 -3.606 0.74 -0.99 -0.36
H -3.177 0.229 -5.376 -0.17 0.01 0.14
H -2.029 -1.025 -4.810 0.09 0.09 0.16
H -2.445 -0.892 -6.502 0.42 0.34 -0.24
C 3.531 4.830 -1.055 1.99 -0.80 0.62
C 3.768 3.378 -0.434 -0.63 0.00 -1.09
C 5.113 2.745 -0.899 -0.18 -0.22 0.05
N 5.526 1.297 -0.378 -0.76 0.71 0.31
C 5.634 1.439 1.144 0.24 -1.09 -0.29
C 6.887 0.904 -0.987 -0.33 0.73 -0.02
C 6.893 -0.580 -1.052 0.62 -0.18 0.69
C 5.471 -0.955 -1.429 1.55 -1.92 0.24
C 4.603 0.153 -0.901 -0.33 0.43 -0.76
H 3.540 4.928 -2.141 -0.30 -0.55 -0.04
H 4.451 5.335 -0.761 -0.01 0.57 0.00
H 2.724 5.432 -0.636 -0.24 -0.48 0.14
H 2.992 2.716 -0.820 -0.23 -0.14 0.37
H 3.679 3.473 0.648 0.09 -0.18 0.00
H 5.932 3.405 -0.615 0.20 -0.23 0.00
H 5.058 2.685 -1.986 0.24 -0.21 0.06
H 6.365 2.224 1.338 -0.42 0.22 0.04
H 5.992 0.538 1.640 0.33 -0.33 -0.61
H 4.663 1.530 1.631 -0.06 0.61 -0.52
H 7.639 1.340 -0.330 0.16 0.17 -0.53
H 6.895 1.210 -2.033 0.09 0.93 0.23
H 7.144 -0.947 -0.057 -0.17 -0.40 0.04
H 7.654 -0.968 -1.729 -0.06 0.18 -0.05
H 5.436 -1.958 -1.004 -1.16 0.20 0.55
H 5.336 -1.187 -2.486 0.03 0.77 -0.18
H 3.850 -0.202 -0.198 0.17 0.64 0.20
H 4.191 0.558 -1.826 -0.74 0.40 0.51
C 1.055 9.029 1.919 -0.55 1.00 0.03
C 0.028 7.945 2.175 0.25 0.67 0.09
C -0.057 7.112 0.905 -0.79 -1.15 1.38
N -0.997 5.935 1.088 -1.47 -1.29 0.86
C -2.414 6.430 1.534 0.92 0.30 -1.19
C -0.506 4.838 2.114 -0.42 -0.07 -0.64
C 0.427 3.955 1.315 0.09 1.29 -0.57
C -0.122 3.962 -0.113 0.07 -0.29 -0.53
C -1.108 5.148 -0.253 -0.08 -1.26 1.37
H 1.977 8.709 1.435 0.00 -0.08 0.25
H 1.238 9.591 2.835 0.37 -0.18 -0.04
H 0.545 9.746 1.275 0.39 0.18 -0.32
H -0.889 8.463 2.456 -0.28 -0.09 -0.50
H 0.264 7.431 3.107 0.31 -0.75 -0.38
H 0.921 6.677 0.698 -0.01 0.13 -0.31
H -0.486 7.605 0.033 0.43 0.48 0.16
H -2.642 7.208 0.806 -0.29 -0.03 0.03
H -2.462 6.895 2.518 0.54 -0.39 -0.01
H -3.145 5.627 1.446 0.35 -0.08 0.03
H -1.359 4.243 2.437 -0.42 0.39 -0.21
H -0.049 5.245 3.016 -0.11 0.49 -0.34
H 0.509 2.942 1.710 0.38 0.30 0.05
H 1.351 4.532 1.265 0.59 -0.75 0.30
H -0.643 3.025 -0.308 -0.18 0.06 -0.03
H 0.678 3.984 -0.853 0.09 0.22 0.23
H -2.076 4.647 -0.250 -0.28 0.61 0.03
H -1.019 5.750 -1.157 0.19 0.35 0.47
B 4.681 -2.034 2.353 1.79 -1.58 0.47
F 4.514 -2.697 1.115 -0.87 0.03 -1.63
F 4.147 -2.852 3.295 -1.21 -0.64 1.10
F 6.042 -2.010 2.510 1.16 1.08 0.22
F 4.091 -0.809 2.363 -0.83 1.59 -0.34
C -4.857 -3.813 -2.694 -1.65 -1.28 -0.28
F -5.162 -4.567 -3.801 0.42 1.04 1.83
F -3.637 -4.098 -2.291 0.31 0.46 -0.29
F -4.998 -2.526 -3.040 0.66 0.17 -0.06
S -6.077 -4.167 -1.263 -1.43 -2.32 -1.07
O -7.412 -3.904 -1.830 2.76 0.05 1.21
O -5.754 -5.571 -0.883 -0.43 3.51 -0.46
N -5.574 -2.979 -0.109 -0.20 -1.05 -3.08
S -6.123 -3.474 1.247 -0.75 -0.01 2.94
O -7.539 -3.758 1.335 0.68 0.86 -0.24
O -5.301 -4.433 1.923 0.56 0.36 0.15
C -5.880 -1.804 2.272 0.21 -0.17 -2.39
F -6.163 -2.096 3.495 0.08 -0.07 1.80
F -4.616 -1.219 2.218 -1.04 -0.76 -0.04
F -6.748 -0.847 1.899 0.27 -0.02 -0.35
C -0.391 -0.251 1.637 0.89 -1.59 -0.24
F -1.336 -1.199 1.621 0.14 0.67 -0.23
F -0.915 0.887 2.116 0.58 -0.54 -0.65
F 0.593 -0.691 2.461 -0.81 0.81 -0.78
S 0.379 -0.028 -0.174 -1.40 1.14 -0.63
O -0.743 0.534 -1.022 2.06 -1.17 2.41
O 1.467 0.920 0.081 -1.06 -1.78 -0.24
N 0.756 -1.661 -0.695 -0.45 3.09 6.38
S 0.530 -1.603 -2.165 -0.14 -0.82 -6.09
O -0.857 -1.641 -2.615 0.63 -0.04 -0.05
O 1.406 -0.557 -2.721 -1.02 -1.15 -0.41
C 1.201 -3.364 -2.752 -0.44 0.27 3.06
F 2.451 -3.475 -2.300 0.14 0.12 -0.36
F 0.533 -4.453 -2.278 0.19 1.48 -0.41
F 1.136 -3.342 -4.029 0.13 -0.08 -1.88
C 3.950 0.131 -5.670 0.38 0.58 1.18
F 4.027 0.010 -6.997 0.21 0.01 0.85
F 2.737 -0.302 -5.275 0.40 0.15 -0.29
F 4.885 -0.635 -5.040 -0.99 0.98 -1.04
S 4.154 2.020 -5.060 0.30 -0.34 0.82
O 3.596 2.078 -3.691 -0.25 -0.31 -2.45
O 5.566 2.338 -5.122 -1.63 -0.68 0.07
N 3.161 2.816 -6.223 -0.32 -2.36 2.80
S 4.192 3.565 -7.123 3.26 3.36 -1.08
O 4.683 4.744 -6.384 -1.19 -1.38 -2.00
O 5.189 2.679 -7.689 -1.31 0.77 -0.62
C 3.039 4.174 -8.657 2.11 2.18 0.36
F 3.745 4.711 -9.698 -0.19 -0.29 1.78
F 2.413 3.180 -9.178 -1.54 -2.25 -0.40
F 2.142 5.101 -8.249 0.39 -0.55 0.10
C -0.843 -3.763 5.699 2.68 -0.80 0.12
F -1.010 -4.751 4.836 -0.07 -0.06 -0.66
F -1.450 -2.693 5.309 -0.86 2.06 -1.36
F -1.341 -4.099 6.820 -1.10 -0.84 2.30
S 1.058 -3.481 5.869 1.52 -2.43 -1.55
O 1.644 -4.843 5.841 -1.41 3.06 0.74
O 1.425 -2.741 4.661 -0.85 0.95 1.52
N 1.230 -2.569 7.358 -1.05 0.02 -4.92
S 1.478 -3.656 8.414 3.47 -4.79 4.90
O 0.666 -4.855 8.367 -0.62 1.66 0.12
O 2.895 -4.027 8.635 -2.47 2.13 -0.27
C 0.842 -2.651 9.950 0.40 -1.39 2.73
F 1.307 -1.399 10.072 -0.51 0.42 -1.31
F -0.512 -2.686 10.018 1.07 0.51 -0.64
F 1.274 -3.197 11.152 -0.47 -0.25 -2.03
```
Positions in Å, forces in eV/Å.

Charge   +3

Mulliken atomic charge list, values in e, 5 entries: -1.493 0.821 -0.856 -0.080 -0.732

Values of Kohn-Sham gap, in order: 12.13; 7.81, all in eV.
Values of E, in order: -7906.3033; -277871.9783, all in eV.